1.
Density functional theory data (ωB97M-V/def2-TZVPD) for a structure of composition C48H60Cl2N9OPbS.

Each line ends with the Mulliken charge.
Positions of all 122 atoms, in Å:
Pb -0.276 -0.276 -0.726  1.270
C 0.827 -4.785 4.283  -1.047
C 0.819 -3.265 4.471  -1.046
C -0.031 -2.534 3.472  0.660
C -1.401 -2.552 3.346  0.800
C -2.386 -3.338 4.152  -1.274
C -2.859 -4.602 3.427  -1.124
C -1.722 -1.670 2.253  0.036
N -0.552 -1.136 1.731  -0.038
C 0.426 -1.638 2.444  -1.093
C 1.835 -1.540 1.939  -0.111
C 2.330 -0.223 1.412  0.210
C 3.659 0.327 1.610  0.513
C 4.717 -0.226 2.511  -0.732
C 4.573 0.254 3.956  -1.257
C 3.695 1.471 0.870  0.290
C 2.384 1.604 0.253  0.050
C 1.949 2.618 -0.523  -0.298
C 0.629 2.859 -1.052  0.304
N -0.425 2.100 -0.783  -0.306
C -1.482 2.665 -1.477  0.248
C -2.776 2.215 -1.412  0.002
C -3.308 1.152 -0.643  -0.313
N -2.537 0.356 0.125  -0.442
C -3.388 -0.465 0.788  -0.476
C -2.982 -1.376 1.781  -0.173
C -4.750 -0.191 0.423  0.685
C -4.698 0.835 -0.490  0.601
C -5.827 1.477 -1.235  -1.186
C -5.937 0.955 -2.669  -0.995
C -5.968 -0.865 0.976  -1.241
C -6.430 -0.249 2.299  -1.161
C -1.027 3.825 -2.205  0.280
C 0.304 3.960 -1.918  0.214
C 1.278 4.959 -2.457  -1.221
C 2.084 4.405 -3.635  -0.838
C -1.852 4.614 -3.166  -1.138
C -2.033 3.864 -4.489  -0.795
N 1.588 0.516 0.647  -0.026
C 4.812 2.451 0.724  -1.240
C 4.660 3.671 1.637  -1.114
H 1.629 -5.251 4.856  0.448
H 0.956 -5.049 3.229  0.124
H -0.111 -5.234 4.611  0.257
H 1.847 -2.895 4.422  0.115
H 0.483 -3.025 5.483  0.543
H -3.249 -2.714 4.393  0.505
H -1.936 -3.606 5.111  0.456
H -3.286 -4.355 2.454  0.265
H -3.620 -5.124 4.007  0.440
H -2.030 -5.290 3.258  0.232
H 2.538 -1.932 2.673  0.801
H 5.701 0.044 2.123  0.570
H 4.690 -1.319 2.497  -0.292
H 4.653 1.339 4.015  0.223
H 5.343 -0.179 4.593  0.444
H 3.598 -0.019 4.367  0.288
H 2.686 3.373 -0.777  0.355
H -3.497 2.781 -1.992  0.383
H -3.793 -1.912 2.264  0.452
H -5.698 2.563 -1.245  0.426
H -6.763 1.297 -0.703  0.439
H -5.010 1.126 -3.222  0.158
H -6.750 1.444 -3.206  0.405
H -6.122 -0.120 -2.675  0.297
H -5.775 -1.933 1.108  0.453
H -6.775 -0.800 0.244  0.472
H -5.637 -0.284 3.048  0.288
H -7.298 -0.774 2.698  0.384
H -6.698 0.798 2.162  0.322
H 1.954 5.288 -1.662  0.416
H 0.738 5.855 -2.769  0.428
H 2.532 3.439 -3.395  0.094
H 2.871 5.100 -3.929  0.428
H 1.439 4.235 -4.498  0.213
H -1.369 5.575 -3.353  0.367
H -2.827 4.846 -2.730  0.427
H -1.065 3.625 -4.932  0.161
H -2.601 4.463 -5.201  0.449
H -2.558 2.919 -4.339  0.122
H 4.867 2.779 -0.317  0.435
H 5.758 1.948 0.934  0.425
H 3.691 4.150 1.495  0.278
H 5.436 4.407 1.430  0.406
H 4.735 3.388 2.687  0.260
Cl -1.897 -0.496 -3.524  -0.025
C -0.768 -0.486 -4.871  0.496
C -1.286 -0.941 -6.069  -0.849
C -0.496 -0.933 -7.205  -0.500
C 0.797 -0.448 -7.117  -0.740
C 1.283 0.001 -5.903  0.127
Cl 2.904 0.652 -5.923  -0.236
C 0.542 -0.005 -4.705  -0.247
S 1.208 0.599 -3.214  0.253
H -2.307 -1.293 -6.103  0.449
H -0.887 -1.285 -8.149  0.380
H 1.436 -0.405 -7.987  0.446
N 5.996 -2.275 -3.607  -0.385
C 4.734 -2.090 -3.161  0.514
N 4.297 -0.833 -2.996  -0.153
N 4.052 -3.183 -2.842  -0.848
C 2.819 -2.944 -2.431  0.605
N 1.736 -2.740 -2.070  -0.404
H 6.480 -1.539 -4.087  0.213
H 6.264 -3.223 -3.809  0.256
H 4.795 -0.085 -3.449  0.295
H 3.299 -0.653 -2.858  -0.339
C 1.772 -5.975 0.186  -1.197
N 1.389 -4.577 0.371  0.769
C 0.009 -4.215 0.000  -0.374
C 2.216 -3.678 0.811  0.314
C 3.584 -4.009 1.303  -1.645
O 1.811 -2.439 0.756  0.600
H 1.965 -6.156 -0.871  0.328
H 0.946 -6.601 0.514  0.379
H 2.652 -6.222 0.770  0.461
H -0.439 -5.081 -0.478  0.524
H 0.031 -3.388 -0.703  0.066
H -0.544 -3.956 0.904  -0.095
H 4.147 -4.506 0.512  0.548
H 3.538 -4.673 2.167  0.426
H 4.110 -3.098 1.569  -0.051

Cartesian forces (eV/Å) of the 3 atoms listed first:
-0.178 -0.277 -0.258
0.013 -0.023 -0.007
0.027 -0.002 0.006

Calculated values
gap between HOMO and LUMO: 4.571 eV
total charge: +1
HOMO level: -8.790 eV
ΔE to the lowest compared entry with this formula, charge and spin: 220.6 kJ/mol

2.
Density functional theory data (ωB97M-V/def2-TZVPD) for a cluster of 12 separate species, C48H60F36O24 in total at a distorted geometry.

Each line ends with the Mulliken charge.
Positions of all 168 atoms, in Å:
C 2.569 1.691 7.521  -1.445
C 1.664 1.687 6.233  2.129
O 1.718 2.963 5.579  -0.378
C 2.466 3.204 4.427  0.510
O 3.142 2.357 3.831  -0.552
C 2.306 4.615 3.905  0.755
F 2.494 4.716 2.596  -0.230
F 1.013 4.967 4.065  -0.186
F 3.154 5.372 4.552  -0.242
H 3.627 1.659 7.262  0.525
H 2.462 0.770 8.095  0.076
H 2.355 2.527 8.187  0.458
H 0.683 1.605 6.701  -1.008
H 1.819 0.987 5.411  -0.461
C 2.546 -4.364 -8.437  -1.029
C 4.063 -4.165 -8.258  -0.222
O 4.207 -3.715 -6.912  -0.271
C 4.208 -2.423 -6.528  0.293
O 4.399 -1.433 -7.252  -0.587
C 4.158 -2.242 -4.984  1.127
F 3.495 -3.236 -4.371  -0.293
F 5.418 -2.186 -4.433  -0.302
F 3.520 -1.190 -4.700  -0.210
H 2.107 -4.875 -7.580  0.308
H 2.416 -4.814 -9.422  0.419
H 2.090 -3.377 -8.514  0.171
H 4.497 -3.511 -9.014  0.345
H 4.339 -5.216 -8.350  0.287
C 0.310 -1.547 8.607  -1.153
C -0.898 -0.964 7.869  0.501
O -1.133 -1.609 6.673  -0.284
C -2.247 -1.235 5.874  0.410
O -2.958 -0.259 6.020  -0.569
C -2.412 -2.248 4.642  0.942
F -3.320 -1.844 3.714  -0.235
F -1.243 -2.418 4.110  -0.244
F -2.684 -3.411 5.069  -0.258
H 0.266 -2.574 8.969  0.450
H 0.481 -0.971 9.517  0.422
H 1.181 -1.472 7.957  -0.056
H -0.670 0.094 7.742  -0.395
H -1.771 -0.971 8.523  0.561
C -0.708 -2.617 0.492  0.084
C -1.107 -3.291 -0.821  -0.316
O -1.545 -4.633 -0.590  -0.340
C -0.662 -5.707 -0.718  0.389
O 0.495 -5.530 -0.990  -0.503
C -1.224 -7.127 -0.439  0.788
F -0.549 -7.874 0.421  -0.239
F -2.508 -7.063 -0.064  -0.227
F -1.065 -7.818 -1.575  -0.250
H -1.583 -2.476 1.126  0.313
H -0.190 -1.680 0.285  -0.635
H 0.004 -3.233 1.042  0.468
H -0.270 -3.369 -1.516  0.206
H -1.846 -2.620 -1.260  0.243
C -0.310 8.277 -6.288  -1.157
C -0.718 8.498 -4.812  -0.207
O -0.926 7.189 -4.333  -0.211
C -0.569 6.760 -3.168  0.243
O 0.194 7.409 -2.488  -0.585
C -0.901 5.265 -2.853  1.069
F -1.160 4.994 -1.590  -0.249
F -1.947 4.880 -3.599  -0.263
F 0.122 4.433 -3.138  -0.232
H -1.204 7.903 -6.787  0.287
H 0.541 7.630 -6.503  0.327
H -0.212 9.210 -6.844  0.408
H -1.719 8.923 -4.739  0.281
H 0.108 9.033 -4.342  0.294
C -2.878 -3.147 -6.221  -0.962
C -4.131 -2.246 -6.242  -0.234
O -3.863 -0.832 -6.249  -0.363
C -3.595 -0.158 -5.146  0.474
O -3.489 -0.674 -4.061  -0.522
C -3.327 1.335 -5.444  0.817
F -2.993 1.606 -6.658  -0.222
F -4.320 2.080 -4.939  -0.258
F -2.227 1.641 -4.807  -0.213
H -2.991 -4.231 -6.223  0.432
H -2.250 -2.951 -5.352  0.153
H -2.258 -2.717 -7.007  0.265
H -4.768 -2.546 -5.410  0.313
H -4.590 -2.479 -7.203  0.326
C 4.061 -4.823 -1.265  -1.334
C 2.957 -3.822 -0.989  0.373
O 3.477 -2.526 -0.730  0.035
C 3.736 -2.117 0.557  0.342
O 3.696 -2.835 1.589  -0.615
C 4.355 -0.661 0.574  0.715
F 4.051 -0.064 1.753  -0.241
F 5.663 -0.680 0.474  -0.279
F 3.826 0.103 -0.380  -0.149
H 3.787 -5.761 -0.783  0.366
H 4.986 -4.607 -0.730  0.374
H 4.166 -4.940 -2.344  0.258
H 2.275 -4.173 -0.215  0.201
H 2.329 -3.697 -1.871  0.114
C 0.430 -1.060 -6.308  -0.456
C 1.151 0.219 -6.253  -0.179
O 0.434 1.221 -6.925  -0.327
C 0.154 1.163 -8.221  0.351
O 0.733 0.300 -8.945  -0.621
C -0.913 2.201 -8.788  0.881
F -1.259 3.034 -7.824  -0.197
F -0.272 2.916 -9.696  -0.271
F -1.892 1.424 -9.333  -0.238
H 0.079 -1.406 -7.280  0.536
H -0.454 -0.917 -5.687  -0.162
H 1.101 -1.801 -5.874  0.147
H 2.161 0.269 -6.659  0.419
H 1.436 0.540 -5.251  0.097
C -7.332 -1.011 1.155  -1.122
C -7.020 0.346 0.481  -0.246
O -5.668 0.412 -0.071  -0.293
C -4.611 0.574 0.653  -0.113
O -4.658 0.727 1.883  -0.515
C -3.257 0.633 -0.082  1.125
F -3.296 0.331 -1.378  -0.103
F -2.658 1.823 0.117  -0.219
F -2.424 -0.179 0.589  -0.208
H -7.195 -1.032 2.236  0.280
H -6.806 -1.778 0.587  0.313
H -8.388 -1.218 0.981  0.394
H -7.265 1.114 1.215  0.262
H -7.746 0.529 -0.312  0.404
C 2.459 -1.712 5.225  -0.477
C 3.736 -1.184 5.979  -0.158
O 3.610 -1.594 7.348  -0.199
C 4.543 -1.111 8.227  0.342
O 5.667 -0.631 7.938  -0.569
C 4.169 -1.424 9.698  0.920
F 4.125 -0.312 10.392  -0.251
F 3.005 -2.085 9.807  -0.213
F 5.098 -2.164 10.370  -0.287
H 1.463 -1.465 5.592  -0.086
H 2.630 -2.788 5.251  0.594
H 2.611 -1.427 4.184  -0.056
H 3.743 -0.097 5.907  -0.061
H 4.694 -1.383 5.499  0.525
C -2.512 4.327 2.766  -0.811
C -3.439 3.498 3.688  -0.251
O -3.047 3.666 5.087  -0.400
C -2.077 3.007 5.682  0.307
O -1.326 2.179 5.149  -0.024
C -1.819 3.243 7.191  0.595
F -1.656 2.082 7.779  -0.196
F -0.768 4.054 7.418  -0.258
F -2.902 3.883 7.759  -0.294
H -2.715 4.432 1.700  0.426
H -1.586 3.811 3.021  -0.034
H -2.475 5.315 3.224  0.361
H -3.446 2.450 3.389  0.272
H -4.443 3.924 3.681  0.327
C 0.477 0.403 2.554  0.903
C 0.343 1.243 1.323  -0.328
O 0.661 0.505 0.148  0.432
C 0.666 1.119 -1.091  -0.369
O 0.656 2.331 -1.236  -0.587
C 0.789 0.178 -2.361  1.160
F 0.794 -1.140 -2.028  -0.171
F -0.103 0.449 -3.333  -0.080
F 2.040 0.472 -2.842  -0.284
H -0.234 -0.416 2.443  -0.209
H 0.180 0.897 3.479  -0.442
H 1.429 -0.109 2.693  -0.551
H 0.983 2.107 1.502  0.442
H -0.648 1.696 1.297  -0.125

Cartesian forces (eV/Å) of the 3 atoms listed first:
0.645 -0.726 -1.383
0.588 0.477 1.222
0.964 2.056 -1.707

Calculated values
gap between HOMO and LUMO: 11.015 eV
total charge: 0
HOMO level: -10.744 eV
ΔE to the lowest compared entry with this formula, charge and spin: 101.2 kJ/mol
structure (SMILES): CCOC(=O)C(F)(F)F.CCOC(=O)C(F)(F)F.CCOC(=O)C(F)(F)F.CCOC(=O)C(F)(F)F.CCOC(=O)C(F)(F)F.CCOC(=O)C(F)(F)F.CCOC(=O)C(F)(F)F.CCOC(=O)C(F)(F)F.CCOC(=O)C(F)(F)F.CCOC(=O)C(F)(F)F.CCOC(=O)C(F)(F)F.CCOC(=O)C(F)(F)F

Number 1: E -3944.411201 hartree. Number 2: E -7265.941227 hartree.